[1]
13
Properties=species:S:1:pos:R:3:forces:R:3 method="wB97M-V/def2-TZVPD" gap_ev=9.68 smiles="O=C[C@H]1CC=CO1" e_homo_ev=-8.9 relative_energy_kcal_mol=40.7
O -0.051442 -0.667244 1.321794 0.5504 -0.1564 -0.4657
C -0.804184 0.135876 0.423842 -0.0044 -2.2914 -0.9970
H 1.691792 -1.709472 1.201467 0.8920 -0.1331 0.5952
C -0.182315 -0.215158 -1.013165 -2.3614 0.5491 -0.0387
H -0.291624 0.652996 -1.668340 0.6858 0.1186 0.0392
C 1.096966 -1.046254 0.634246 -0.8669 -0.6299 0.1057
H -0.766423 -0.982656 -1.531063 -0.3453 0.0037 0.1720
O 0.247457 2.117505 1.364444 -1.4854 -1.7278 -1.3614
C -0.603811 1.547358 0.675809 1.3953 3.2718 1.8055
H 1.823159 -1.074286 -1.423445 0.4028 -0.2769 0.1486
H -1.358981 2.169683 0.188635 -0.2628 0.2854 -0.4308
C 1.107328 -0.824342 -0.668615 0.1903 0.8027 0.4519
H -1.907922 -0.104004 0.494391 1.2097 0.1842 -0.0244

[2]
42
Properties=species:S:1:pos:R:3:forces:R:3 method="wB97M-V/def2-TZVPD" gap_ev="5.51 / 5.68" total_charge=-1 s2=0.95 multiplicity=2 e_homo_ev="-3.1 / -3.3" relative_energy_kcal_mol=6.6
N -0.792753 -2.292322 1.275851 0.2543 0.3634 -0.0297
C -2.337019 -4.389771 3.869019 0.0129 -0.0276 -0.0462
C -2.693465 -3.455076 4.833513 -0.0463 0.0166 0.0835
C -0.560659 3.125287 -0.749451 -0.0099 0.0226 0.0271
C -2.372626 -2.118630 4.607528 0.0159 -0.0149 -0.0006
C 1.496628 -1.161760 -3.938805 0.1591 -0.0279 -0.1755
H 3.932470 -2.157973 0.018098 0.0004 -0.0419 -0.0589
H 4.301294 -2.222597 -2.393429 -0.0084 0.0001 0.0227
C -1.703750 -3.997658 2.712516 0.0266 0.1344 0.0622
H 0.789204 3.804210 0.771354 0.0004 -0.0064 -0.0004
C 2.810782 -1.585979 -3.811135 -0.1083 0.0112 0.1639
C 2.842549 -2.199010 -0.069109 -0.0070 0.0637 0.0116
H -2.555537 -5.441272 4.009863 0.0018 -0.0016 -0.0027
H 1.992763 -1.765690 1.655831 -0.1136 -0.0226 -0.0352
H 3.460816 -1.651939 -4.673225 0.0068 -0.0012 -0.0109
N -1.156691 8.353597 -1.914014 0.0043 -0.0291 -0.0013
H -1.968130 2.794774 -2.333199 -0.0022 0.0005 -0.0011
H -3.201734 -3.758940 5.738485 0.0056 0.0069 0.0007
C 0.129890 4.114678 -0.027456 -0.0249 0.0135 -0.0281
C -0.024792 5.452105 -0.323304 -0.0235 0.0462 -0.0334
C -0.386830 1.751105 -0.450833 0.0512 -0.0900 -0.0629
C -1.580548 4.882068 -2.075938 0.0148 0.0963 0.0045
H 2.513325 -3.227277 0.117571 -0.0484 0.0211 0.0353
H 0.514393 6.202494 0.240597 0.0005 -0.0001 0.0006
C -1.728760 -1.729319 3.457045 0.0313 -0.1961 -0.2329
O 2.241969 -1.298258 0.848425 0.1928 -0.0699 0.0288
H -2.615168 -1.360822 5.342243 -0.0015 0.0010 0.0044
C -1.034309 7.235837 -1.664236 -0.0425 0.2977 -0.0613
C -0.880121 5.853085 -1.353970 0.0419 -0.3531 0.0777
C -0.213595 0.567015 -0.193003 -0.1126 -0.0992 0.0919
N 1.146975 -1.410664 -1.592924 0.2672 -0.2048 -0.0357
Co 0.054880 -1.318663 0.097531 -0.2466 0.1238 -0.1695
C 0.707450 -1.081393 -2.809136 -0.1603 0.0804 0.1755
Cl -1.302166 -0.056783 3.248591 -0.0165 0.1291 0.0252
H 1.090858 -0.886316 -4.902297 -0.0313 0.0071 0.0173
C 3.276922 -1.907615 -2.545763 0.1289 0.0321 -0.1773
C 2.420007 -1.812534 -1.464674 -0.2021 -0.0207 0.1836
C -1.366204 -2.638176 2.397291 -0.0647 -0.1618 0.1582
H -0.315039 -0.729307 -2.849506 0.0073 0.0013 -0.0029
Cl -1.262149 -5.217499 1.542124 0.0129 -0.0834 -0.0501
C -1.423343 3.545918 -1.777630 0.0345 -0.0128 0.0427
H -2.247786 5.191071 -2.870441 -0.0009 -0.0040 -0.0007

[3]
7
Properties=species:S:1:pos:R:3:forces:R:3 method="wB97M-V/def2-TZVPD" gap_ev=10.94 e_homo_ev=-10.5 relative_energy_kcal_mol=47.9
H 0.610125 0.334958 1.614732 -1.6742 -0.8689 -0.7769
B -0.059389 0.174141 -0.762243 0.2554 1.8855 0.7357
Br 1.975914 -0.464307 -0.144794 0.4667 -0.4608 -0.4661
C 0.180503 -0.316777 0.793660 1.1261 0.5896 -1.6654
H -0.499906 -0.366908 -1.735768 0.0271 -0.8088 0.7399
H -0.056288 -1.369455 0.958351 -0.0809 0.4402 0.7154
H 0.110957 1.365734 -1.056009 -0.1202 -0.7768 0.7175